Record 1
The following is a DFT calculation (wB97M-V/def2-TZVPD) of one molecule with the formula C3H7NO2.

Summary:
- total energy (Eh) = -323.7718
- SMILES = CCOC(N)=O

Last column: Mulliken charge in e.
Geometry (Å):
H: 2.9875 0.2121 0.9454  0.249
H: -2.6949 -0.1582 0.5230  0.345
C: -1.7311 0.3221 0.3239  -1.001
H: -0.7798 -1.4895 -0.4447  0.329
H: -1.9213 1.3470 -0.0081  0.278
H: -1.3518 -0.3750 -1.7056  0.259
H: 2.0542 1.4858 0.2584  0.237
C: -0.9107 -0.4353 -0.7059  -0.233
H: -1.1738 0.3753 1.2666  0.269
C: 1.3756 -0.4076 -0.0894  0.665
O: 1.4358 -1.5872 0.1743  -0.581
N: 2.3289 0.5149 0.2444  -0.445
O: 0.3814 0.1956 -0.7823  -0.370

Record 2
The following is a DFT calculation (wB97M-V/def2-TZVPD) of C33H58BCl21N2O2PS2 as an isolated structure at a distorted geometry.

Summary:
- total energy (Eh) = -12378.5194
- total charge = -1

Last column: Mulliken charge in e.
Geometry (Å):
H: -6.8095 2.0859 1.5223  0.238
C: 7.4552 -0.2917 4.7896  0.400
Cl: 4.6922 5.5009 -3.0203  -0.061
H: -2.6597 -2.2835 -0.1607  -0.260
H: -4.3582 3.7605 -2.1927  0.449
H: 2.1927 3.6860 -2.3993  0.120
H: -6.4859 -3.5889 1.1867  0.467
C: -3.2432 0.6032 -3.4275  -0.878
H: -4.4560 -2.1914 1.4245  0.097
Cl: -2.7534 -3.3279 -4.5098  -0.118
C: -5.6200 0.0734 -0.0192  -1.397
H: 3.8485 3.7622 -0.5839  0.397
H: -4.6762 4.6373 0.6963  0.264
H: -2.0147 2.4208 1.3022  0.586
C: -5.7448 -1.4462 -0.2369  -0.830
C: 2.9652 -1.5906 1.0482  2.825
P: -4.2025 1.2333 -0.6623  1.945
Cl: 3.9390 -4.1592 3.2364  -0.036
H: -5.9040 -4.1201 -0.3736  0.304
C: -7.4067 3.1585 -0.3030  -1.180
Cl: 11.3469 -3.3610 5.8800  -0.147
Cl: 2.0018 -4.4903 5.3708  -0.129
H: -2.2420 1.0395 -3.4822  0.406
H: -2.7418 -0.6073 -1.7864  -0.022
H: -6.5438 0.4923 -0.4471  0.193
Cl: 0.1794 -6.4870 -6.1671  -0.134
H: 7.5385 -1.1316 4.1103  -0.032
H: 0.8217 -1.2204 0.9747  0.357
C: -3.6195 -0.0144 -2.0566  0.117
H: -3.1571 -0.2757 -4.1005  0.234
Cl: -5.4493 -2.6506 -3.7161  -0.052
H: 2.6977 0.0614 3.0334  0.952
O: -4.2903 1.3875 -4.0049  -0.590
C: 11.0485 -2.2702 4.5233  0.005
B: -4.8980 2.7401 0.4606  1.417
H: 2.3701 -2.4154 -0.9180  0.396
Cl: 8.1726 -0.3272 1.8239  -0.034
H: -0.2936 2.6922 2.4365  0.838
H: -4.9841 -4.5351 1.1063  0.462
H: 11.6376 -1.3752 4.6747  0.251
H: 3.6173 -3.4152 -0.0416  0.322
Cl: 9.0414 0.4775 4.9081  -0.180
C: -4.7640 -2.4507 0.4080  1.368
Cl: 4.4882 -3.0738 5.8709  -0.095
C: 5.5343 5.0005 -4.4845  -0.042
Cl: 9.3502 -1.8052 4.4510  0.035
H: 1.3876 -2.1352 2.3498  0.371
H: -6.7045 -1.7037 0.2398  0.526
C: 2.7484 -2.7625 0.0434  -1.647
C: -2.8644 2.4740 -1.3461  0.133
C: -3.2978 3.5857 -2.0463  -0.760
H: 5.4318 5.7873 -5.2199  0.354
H: -1.5701 0.5075 3.4674  0.353
C: 6.4676 -0.7236 1.5788  0.778
H: -3.0835 1.7624 2.5175  0.262
C: -5.5736 -3.7625 0.6085  -1.861
H: 3.6788 -1.9533 1.7858  -1.184
N: 1.1831 1.1814 1.9537  0.713
Cl: 0.9663 -5.5159 -3.5448  -0.090
H: -7.5248 4.2401 -0.4118  0.334
C: 1.6289 -1.2797 1.7056  -0.437
C: 2.1172 2.1063 1.6059  0.381
H: -0.9553 -0.1730 1.9862  0.301
H: -3.5397 -0.2041 1.3392  -0.074
C: 3.8980 2.8866 -1.2242  -0.291
S: 3.8558 1.6103 1.3343  -0.332
N: -0.5604 3.1665 -1.7533  -0.102
C: 2.6862 2.7437 -2.1826  -0.744
Cl: 5.8218 -1.5183 3.0141  -0.413
H: 1.9424 -3.3749 0.4643  0.392
Cl: 11.5542 -3.0120 3.0043  -0.135
C: -1.0105 4.2245 -2.4120  -0.674
C: 1.6943 -0.0355 2.6197  -2.018
H: -6.5661 3.8071 1.5454  0.528
H: -2.6820 5.2962 -3.1419  0.372
C: -4.4287 -3.1890 -5.0421  -0.028
C: -3.0268 0.5142 0.6909  -1.280
Cl: 6.2610 -1.7320 0.1473  -0.122
H: -8.3857 2.7170 -0.1143  0.284
H: 4.7819 3.0196 -1.8524  0.145
H: 3.4926 0.7598 -0.9058  0.432
H: -6.9799 2.7887 -1.2342  0.306
H: 3.3291 -0.7392 0.4772  -0.844
O: -4.1337 3.8525 0.8526  -0.793
H: -5.1321 1.7556 -1.6809  0.300
C: 0.0105 1.6859 2.6955  -1.568
H: -5.7415 0.2191 1.0617  0.376
Cl: -5.0042 -4.7329 -5.6963  -0.161
C: -2.3953 1.4853 1.7140  -0.747
H: 3.0577 2.2947 -3.1073  0.266
C: -0.0252 -6.6829 -4.4226  -0.020
H: 5.1377 1.2516 -0.5997  0.409
H: -2.1830 -0.0641 0.2914  -0.016
H: 0.2394 1.7037 3.7670  0.218
H: 0.3069 -7.6771 -4.1547  0.324
H: 4.1891 -5.3153 5.2550  0.366
H: -4.4755 -2.4493 -5.8308  0.338
Cl: 4.8254 3.5305 -5.1533  -0.110
H: -4.4474 -0.6355 -2.4082  -0.550
H: -3.8816 2.0811 -4.5309  0.346
C: -3.5384 -2.8657 -0.4357  -0.656
Cl: 6.2620 0.8218 4.1340  -0.041
Cl: 6.9430 -0.9099 6.3640  -0.123
C: -2.3531 4.4313 -2.5660  -0.828
Cl: 7.2578 4.7685 -4.1652  -0.137
H: 1.0573 -0.2855 3.4670  0.466
C: -1.4968 2.3530 -1.2728  -0.606
H: -0.2903 4.9087 -2.8527  0.325
C: -1.2260 0.7691 2.4597  -0.471
C: -6.4427 2.9146 0.9138  -0.590
Cl: -1.7195 -6.5240 -3.9715  -0.076
S: 1.8269 3.6950 1.3144  -0.303
H: -3.7581 -2.7737 -1.4966  -0.142
H: 5.9173 0.1996 1.4302  -0.412
H: -1.1072 1.4691 -0.7644  0.596
C: 4.0955 1.5563 -0.4685  -0.830
H: 1.9938 2.0116 -1.7692  0.168
H: -5.9360 -1.7994 -1.2589  0.012
H: -3.3431 -3.9298 -0.2757  0.616
C: 3.7164 -4.3849 4.9694  -0.102

Record 3
The following is a DFT calculation (wB97M-V/def2-TZVPD) of a 2-piece molecular cluster, H5NOSSi overall at a distorted geometry.

Summary:
- total energy (Eh) = -820.6197

Last column: Mulliken charge in e.
Geometry (Å):
N: -0.7372 1.0725 -0.4743  -0.445
O: -0.6295 -0.9315 1.4732  -0.322
H: -1.3814 -1.4068 1.4313  0.301
H: -0.0504 1.6206 -1.1000  0.256
S: 1.1955 -1.6717 -0.9028  -0.268
H: 0.2672 -1.3419 -1.8265  0.146
H: 2.5468 1.2635 1.0159  -0.087
Si: 0.1839 -0.1700 0.3412  0.169
H: -1.3949 1.5653 0.0421  0.249